# 1
Below is a 9-piece molecular cluster, C34H40Cl10N4O8 overall at a distorted geometry, with properties calculated with the ωB97M-V functional and the def2-TZVPD basis.

Geometry as XYZ:
```
96
Properties=species:S:1:pos:R:3:forces:R:3
Cl -14.2468 0.7127 -15.4459 -0.06 0.17 -0.46
C -14.4569 2.5000 -15.6053 -1.25 -0.46 1.14
C -15.9172 2.8892 -15.9499 1.06 0.04 -0.34
Cl -16.2913 2.6771 -17.6896 -0.06 -0.08 0.32
H -13.6306 2.8838 -16.2036 -0.50 0.11 -0.09
H -14.3886 2.7928 -14.5576 0.51 0.42 -0.13
H -16.0743 3.9412 -15.7115 0.17 0.03 -0.16
H -16.6192 2.3286 -15.3328 0.14 -0.23 -0.28
Cl -10.1934 -9.5059 -24.4053 -0.33 -0.53 -0.76
C -11.4846 -10.1487 -25.5492 0.28 0.79 0.75
C -11.3203 -9.6761 -26.9777 0.33 0.10 0.16
Cl -10.0504 -10.5674 -27.8446 0.11 -0.44 -0.13
H -12.3718 -9.7088 -25.0937 -0.16 -0.18 -0.35
H -11.5278 -11.2351 -25.4722 0.19 0.16 0.02
H -10.9673 -8.6497 -27.0779 -0.54 0.05 0.38
H -12.2667 -9.8248 -27.4976 0.11 0.05 -0.08
Cl -7.1956 -5.9872 -30.3615 -0.63 0.02 -0.97
C -7.8442 -5.6660 -32.0289 1.19 -0.35 -0.88
C -8.4982 -4.3133 -32.2095 -0.19 -0.84 1.41
Cl -9.8073 -4.1425 -30.9458 0.28 0.22 -0.70
H -8.3644 -6.4890 -32.5190 -0.81 -0.19 1.15
H -6.9658 -5.7048 -32.6732 0.42 0.54 0.17
H -8.9679 -4.2766 -33.1924 0.18 0.35 0.14
H -7.7391 -3.5607 -31.9963 -0.44 0.26 -0.30
Cl -7.1900 1.7206 -28.9513 0.12 -1.19 0.27
C -6.7247 0.2100 -28.0133 0.71 0.43 -0.14
C -5.4891 0.5545 -27.1537 -2.03 0.22 0.74
Cl -4.0076 0.6123 -28.0462 0.77 -0.23 -0.53
H -6.4679 -0.6391 -28.6467 0.00 0.45 -0.60
H -7.5984 -0.1445 -27.4664 0.12 0.57 0.37
H -5.4521 -0.1522 -26.3248 0.38 -0.16 -0.15
H -5.6238 1.5462 -26.7218 -0.08 -0.11 0.04
Cl -7.2225 1.7267 -16.5265 0.88 0.73 0.14
C -6.4984 1.7354 -14.8406 -1.15 -0.19 -0.52
C -6.9370 0.3514 -14.4082 -0.80 0.05 1.46
Cl -6.9020 0.3112 -12.5800 0.53 -0.36 -0.34
H -7.0040 2.5226 -14.2813 -0.42 -0.32 -0.08
H -5.4541 2.0347 -14.7515 0.15 -0.73 -0.70
H -6.4847 -0.5224 -14.8773 0.69 0.36 0.34
H -8.0034 0.1957 -14.5713 0.13 0.46 -0.29
C -11.5918 -0.9492 -22.7728 4.30 -2.12 0.36
C -12.7134 -0.2584 -22.8488 -2.93 1.81 -1.18
C -13.6811 -0.5962 -23.7959 0.60 -3.49 -1.52
C -13.3875 -1.7911 -24.6043 1.25 1.50 1.72
C -12.1097 -2.4461 -24.5428 -2.40 -0.03 0.18
C -11.2230 -2.0420 -23.5873 -0.65 1.09 0.17
N -14.3924 -2.3375 -25.5362 -0.13 6.22 0.89
O -14.3596 -3.4457 -25.8481 0.03 -4.58 -1.17
O -15.1652 -1.4656 -25.9642 -0.01 -0.98 0.15
H -10.8014 -0.6917 -22.0833 -0.18 0.41 0.38
H -12.8804 0.6553 -22.2977 0.07 -0.14 0.43
H -14.6567 -0.1359 -23.8486 0.13 0.11 -0.20
H -11.9353 -3.3572 -25.0960 -0.08 0.14 -0.38
H -10.2606 -2.5237 -23.4978 0.00 0.05 0.19
C -20.6151 -3.8990 -33.1483 2.11 -0.51 1.72
C -21.5262 -3.9588 -34.1274 0.81 1.61 -1.87
C -22.7336 -4.5390 -33.9899 -1.47 -1.11 1.42
C -22.9944 -5.1282 -32.7358 0.33 0.31 -1.13
C -21.9796 -5.1238 -31.7183 -4.67 -0.83 0.56
C -20.8195 -4.5100 -31.9045 2.37 0.48 -2.05
N -24.3155 -5.8502 -32.6573 -1.47 0.71 -1.97
O -25.1636 -5.6041 -33.5994 2.61 -0.75 3.03
O -24.4953 -6.6482 -31.7646 0.11 0.53 -0.34
H -19.6318 -3.4927 -33.3344 0.00 0.26 -0.14
H -21.2520 -3.4828 -35.0574 -0.19 -0.02 -0.26
H -23.4124 -4.5005 -34.8290 -0.31 -0.39 0.35
H -22.2670 -5.3894 -30.7117 0.00 -0.92 -0.04
H -19.9433 -4.7386 -31.3160 -0.24 0.64 0.75
C 0.7229 -5.5458 -18.1500 -0.73 1.70 -1.45
C 0.3940 -4.8115 -19.3328 -1.39 -1.59 1.89
C -0.9830 -4.6512 -19.6666 1.07 -0.43 -1.37
C -1.9935 -5.3211 -18.9974 1.16 -0.75 1.48
C -1.5886 -6.1085 -17.8564 -1.97 1.21 -0.87
C -0.2876 -6.1628 -17.4054 0.45 0.49 -0.53
N -3.4563 -5.1350 -19.3574 -2.12 0.20 1.23
O -3.7939 -4.0696 -19.9233 1.15 -2.65 0.94
O -4.2985 -5.9880 -18.9141 2.88 2.29 -1.48
H 1.7447 -5.3790 -17.8424 0.12 -0.82 0.37
H 1.2351 -4.4868 -19.9274 -0.39 0.56 -0.21
H -1.1969 -4.1453 -20.5965 -0.27 0.34 0.08
H -2.3925 -6.4865 -17.2420 0.00 -0.38 -0.04
H -0.0783 -6.6215 -16.4504 0.03 -0.16 -0.05
C -22.8412 -3.4846 -25.4601 1.26 0.12 -1.30
C -24.0899 -3.7060 -26.1251 1.40 -0.12 2.60
C -24.6771 -2.7063 -26.8398 1.28 0.86 -0.92
C -23.8945 -1.5378 -27.0896 -0.18 -1.44 1.13
C -22.6026 -1.3626 -26.5016 -0.46 -0.38 -1.55
C -21.9965 -2.4064 -25.7517 -3.06 1.00 -0.39
N -24.5223 -0.6589 -28.0984 0.53 1.78 -2.63
O -25.3731 -1.0901 -28.8670 -0.24 -1.32 1.34
O -24.0922 0.4645 -28.3416 0.88 -0.25 1.78
H -22.2673 -4.1727 -24.8571 -0.95 -0.93 0.19
H -24.5952 -4.6247 -25.8660 -0.23 -0.04 -0.29
H -25.6170 -2.8696 -27.3460 -0.02 0.26 0.06
H -22.0020 -0.5252 -26.8246 -0.17 0.31 0.11
H -21.0096 -2.3308 -25.3197 -0.02 0.13 -0.13
```
Forces are in eV/Å.

Results
Max |F|: 0.12226 hartree/bohr
Relative energy (zero: lowest compared OMol25 entry of this formula, charge and spin): 4.7642 eV
SMILES string: O=[N+]([O-])c1ccccc1.O=[N+]([O-])c1ccccc1.O=[N+]([O-])c1ccccc1.O=[N+]([O-])c1ccccc1.ClCCCl.ClCCCl.ClCCCl.ClCCCl.ClCCCl
Charge: 0
HOMO-LUMO gap: 8.96 eV
Molar mass: 987.24 g mol⁻¹
Multiplicity: 1


# 2
Below is C34H40F4IN3OPSTeTi as an isolated structure, with properties calculated with the ωB97M-V functional and the def2-TZVPD basis.

Geometry as XYZ:
```
87
Properties=species:S:1:pos:R:3:forces:R:3
Ti -0.0258 -0.7409 0.6039 -0.02 0.09 -0.37
C 1.2138 -3.1316 -1.0074 0.04 -0.01 -0.01
N 0.9970 -2.7830 0.4008 0.06 0.13 -0.08
C 0.3290 -3.8906 1.0840 -0.02 -0.04 -0.06
C 2.2919 -2.4706 1.0338 -0.01 0.00 0.00
C 2.1066 -1.9521 2.4517 0.00 0.00 0.03
N 1.0281 -0.9759 2.4485 -0.07 0.11 -0.03
C 0.8362 -0.1802 3.5137 0.00 -0.08 -0.05
C -0.0902 0.8825 3.3915 -0.03 -0.02 -0.03
F -0.6839 1.0411 2.1731 -0.04 0.05 0.07
C -0.4015 1.7589 4.3978 -0.01 0.00 -0.01
F -1.3023 2.7302 4.1611 0.00 -0.01 0.01
C 0.1939 1.6657 5.6437 0.01 -0.01 0.01
C 1.1070 0.6412 5.8012 0.00 0.01 0.02
F 1.7147 0.4869 6.9952 0.00 0.00 0.00
C 1.4218 -0.2520 4.7987 0.01 -0.01 0.01
F 2.3053 -1.2364 5.0952 0.00 0.01 0.02
H 1.8894 -3.9948 -1.0917 0.00 0.00 0.01
H 0.2600 -3.3710 -1.4731 0.00 -0.01 0.01
H 1.6444 -2.2754 -1.5267 0.01 -0.01 0.02
H 0.9486 -4.7979 1.0475 0.00 0.00 -0.01
H 0.1324 -3.6345 2.1220 0.01 0.00 0.01
H -0.6236 -4.0918 0.5930 -0.01 0.01 0.00
H 2.9425 -3.3584 1.0281 -0.03 -0.03 0.04
H 2.7590 -1.7028 0.4170 0.01 0.03 0.03
H 1.9089 -2.7865 3.1359 0.00 -0.01 0.01
H 3.0580 -1.5141 2.7680 0.01 0.00 0.00
H -0.0418 2.3488 6.4442 0.00 0.00 0.00
I -2.4330 -1.7513 2.3245 -0.11 -0.03 0.20
C -3.4687 -2.4637 0.6520 0.09 0.06 -0.12
C -4.6291 -3.1498 0.8541 -0.01 0.00 -0.02
C -5.3533 -3.6174 -0.2652 0.01 0.01 0.01
C -4.8901 -3.3675 -1.5225 -0.02 -0.02 0.00
C -3.6856 -2.6514 -1.7379 0.04 0.04 -0.02
C -3.2253 -2.3940 -3.0507 -0.03 -0.02 0.05
C -2.0623 -1.7022 -3.2320 0.03 0.03 0.06
C -1.3141 -1.2561 -2.1203 0.03 -0.04 -0.01
C -1.6849 -1.4654 -0.8015 0.10 -0.12 0.12
C -2.9168 -2.1787 -0.6314 -0.04 0.03 0.06
H -4.9944 -3.3280 1.8564 -0.02 -0.01 -0.01
H -6.2748 -4.1656 -0.1145 0.00 0.00 0.01
H -5.4424 -3.7144 -2.3892 0.00 0.00 0.00
H -3.8075 -2.7552 -3.8914 0.00 0.00 0.00
H -1.6957 -1.4966 -4.2326 -0.01 0.00 -0.01
H -0.3848 -0.7325 -2.3283 -0.02 0.00 -0.01
C -1.9064 3.2731 -3.3529 0.01 0.00 0.02
C -1.3889 2.0693 -2.5715 0.05 0.03 0.03
P -1.5322 2.1123 -0.7317 -0.09 -0.03 0.14
C -3.3579 2.3468 -0.5334 -0.03 0.00 -0.04
C -3.7977 2.2064 0.9237 0.01 0.00 -0.01
C -0.8841 3.8166 -0.3927 0.08 0.00 -0.01
C -0.4337 4.0121 1.0544 0.00 0.00 -0.01
H -1.7906 3.1197 -4.4286 0.01 -0.01 0.00
H -1.3655 4.1841 -3.0918 0.00 0.01 -0.01
H -2.9661 3.4496 -3.1586 0.00 0.00 -0.01
H -0.3261 1.8965 -2.7750 -0.03 -0.02 -0.01
H -1.8993 1.1582 -2.8890 -0.02 0.00 -0.02
H -3.8231 1.5579 -1.1344 -0.01 -0.01 0.02
H -3.6921 3.3046 -0.9445 0.02 0.00 -0.01
H -3.4826 1.2432 1.3293 0.00 0.00 0.00
H -4.8835 2.2778 1.0209 0.00 0.00 0.00
H -3.3562 2.9820 1.5524 0.00 0.00 0.00
H -1.6163 4.5773 -0.6819 -0.02 -0.01 0.00
H -0.0198 3.9408 -1.0534 0.01 -0.01 0.01
H -1.2571 3.8901 1.7590 0.00 -0.01 0.00
H -0.0097 5.0079 1.2040 -0.01 0.00 -0.01
H 0.3303 3.2775 1.3124 0.01 0.01 0.00
C 2.3724 2.1637 -4.3720 0.00 -0.07 -0.04
Te 2.2476 0.0536 -4.0503 0.02 0.09 0.04
C 1.7542 0.0556 -6.1571 0.01 0.01 -0.03
C 2.3655 1.3133 -6.7197 -0.02 -0.05 0.01
C 2.6415 1.4676 -8.0749 -0.01 0.01 0.00
C 3.2057 2.6398 -8.5570 0.00 0.00 0.01
C 3.4973 3.6748 -7.6788 0.00 -0.01 0.00
C 3.2247 3.5283 -6.3266 -0.01 0.00 0.00
C 2.6625 2.3538 -5.8354 0.01 0.02 0.02
H 3.1457 2.5529 -3.7176 0.02 0.01 -0.02
H 1.4213 2.6179 -4.0901 0.00 0.02 0.00
H 0.6699 0.0660 -6.2808 -0.01 0.00 -0.01
H 2.1439 -0.8338 -6.6512 0.00 0.01 -0.01
H 2.4175 0.6550 -8.7571 0.00 0.00 0.00
H 3.4241 2.7423 -9.6129 0.00 0.00 0.00
H 3.9455 4.5905 -8.0445 0.00 0.00 0.00
H 3.4619 4.3296 -5.6361 0.00 0.00 0.00
O 3.1330 1.3055 -1.6425 -0.02 0.00 -0.08
S 2.3203 1.2686 -0.3696 -0.01 -0.08 0.01
N 1.1753 0.2193 -0.4096 0.10 -0.07 0.07
```
Forces are in eV/Å.

Results
Max |F|: 0.00745 hartree/bohr
Relative energy (zero: lowest compared OMol25 entry of this formula, charge and spin): 0.2576 eV
Charge: -1
HOMO-LUMO gap (alpha / beta): 5.29 / 7.15 eV
Molar mass: 948.12 g mol⁻¹
Multiplicity: 3


Question: What is the formula in the first record?
Answer: C34H40Cl10N4O8